Model A:
Computed, not measured: the molecule C6H12, with ωB97M-V with the def2-TZVPD basis set.

Positions of all 18 atoms, in Å:
C1 -1.378 1.321 0.414
C2 -0.857 -0.119 0.435
C3 0.490 -0.229 1.182
C4 1.541 -0.001 0.088
C5 0.974 -0.765 -1.116
C6 -0.563 -0.659 -0.993
H1 -0.656 2.003 -0.054
H2 -1.564 1.688 1.430
H3 -2.315 1.389 -0.150
H4 -1.610 -0.749 0.923
H5 0.598 -1.232 1.618
H6 0.564 0.493 2.003
H7 1.620 1.072 -0.133
H8 2.544 -0.349 0.358
H9 1.360 -0.393 -2.070
H10 1.263 -1.820 -1.038
H11 -0.995 -0.004 -1.760
H12 -1.016 -1.645 -1.138

LUMO = 1.20 eV
net charge = 0
SMILES string = CC1CCCC1
frontier orbital gap = 12.1758 eV

---

Model B:
Computed, not measured: a cluster of 4 separate species, C6H12 in total, with ωB97M-V with the def2-TZVPD basis set.

Positions of all 18 atoms, in Å:
C1 1.397 1.324 -0.013
C2 0.623 0.015 -0.026
C3 1.508 -1.279 0.028
C4 -0.736 -0.018 0.048
C5 -1.452 1.296 0.014
C6 -1.516 -1.311 -0.011
H1 2.257 1.381 1.469
H2 2.426 1.158 -1.343
H3 0.252 2.467 -0.160
H4 2.562 -1.023 -0.671
H5 0.912 -2.230 -0.548
H6 1.913 -1.646 1.240
H7 -0.892 2.049 -0.704
H8 -2.567 1.154 -0.293
H9 -1.352 1.634 1.117
H10 -2.549 -1.119 0.629
H11 -1.771 -1.559 -1.273
H12 -1.015 -2.294 0.498

LUMO = 0.02 eV
net charge = 0
frontier orbital gap = 8.4809 eV

---

Model C:
Computed, not measured: a structure of composition C6H12, with ωB97M-V with the def2-TZVPD basis set.

Positions of all 18 atoms, in Å:
C1 -2.877 -0.268 -0.273
C2 -1.407 0.461 0.250
C3 -0.252 -0.430 0.180
C4 1.032 -0.079 0.005
C5 1.521 1.301 -0.103
C6 2.079 -1.086 -0.064
H1 -3.217 -1.188 0.549
H2 -3.713 0.518 -0.103
H3 -2.806 -0.614 -1.415
H4 -1.659 0.916 1.361
H5 -0.996 1.463 -0.323
H6 -0.467 -1.479 0.497
H7 1.936 1.576 0.991
H8 0.782 2.074 -0.329
H9 2.366 1.476 -0.903
H10 2.605 -1.457 1.162
H11 3.015 -0.493 -0.898
H12 1.577 -2.182 -0.560

LUMO = 0.98 eV
net charge = 0
frontier orbital gap = 9.5471 eV

---

Verdict on stability: model B comes out at the bottom.

---

Model A:
Computed, not measured: a cluster of 2 separate species, C6H12 in total, with ωB97M-V with the def2-TZVPD basis set.

Positions of all 18 atoms, in Å:
C1 -0.386 2.283 0.958
C2 0.233 1.949 -0.192
C3 -0.356 0.948 -1.175
H1 0.051 3.031 1.629
H2 -1.339 1.829 1.253
H3 1.147 2.504 -0.440
H4 -0.741 1.488 -2.057
H5 -1.206 0.479 -0.651
H6 0.326 0.153 -1.520
C4 0.487 -2.912 -0.234
C5 0.098 -1.609 -0.322
C6 0.158 -0.700 0.898
H7 0.523 -3.491 -1.164
H8 0.746 -3.428 0.697
H9 -0.208 -1.143 -1.267
H10 -0.876 -0.528 1.242
H11 0.600 0.269 0.612
H12 0.742 -1.120 1.735

LUMO = 1.13 eV
net charge = 0
SMILES string = C=CC.C=CC
frontier orbital gap = 10.2168 eV

---

Model B:
Computed, not measured: a cluster of 2 separate species, C6H12 in total, with ωB97M-V with the def2-TZVPD basis set.

Positions of all 18 atoms, in Å:
C1 -1.641 1.674 -0.765
C2 -0.557 0.645 -0.875
C3 -0.732 -0.663 -0.710
C4 0.328 -1.699 -0.926
H1 -2.577 1.222 -0.422
H2 -1.824 2.136 -1.743
H3 -1.374 2.482 -0.073
H4 0.443 1.011 -1.119
H5 -1.720 -1.035 -0.431
H6 0.122 -2.212 -1.871
H7 0.339 -2.460 -0.137
H8 1.327 -1.256 -0.991
C5 1.801 -0.416 1.594
C6 0.835 0.472 1.789
H9 1.668 -1.465 1.845
H10 2.747 -0.143 1.131
H11 -0.131 0.190 2.200
H12 0.946 1.516 1.505

LUMO = 1.27 eV
net charge = 0
SMILES string = C/C=C/C.C=C
frontier orbital gap = 10.1297 eV

---

Verdict on stability: model A comes out at the bottom.

---

Model A:
Computed, not measured: the molecule C5H10N2, with ωB97M-V with the def2-TZVPD basis set.

Positions of all 17 atoms, in Å:
C1 -3.067 0.609 0.492
C2 -2.172 -0.192 0.412
N1 -1.082 -0.967 0.292
C3 -0.311 -0.858 -0.986
N2 0.286 0.425 -1.109
C4 0.961 0.847 0.288
C5 2.227 0.044 0.513
H1 -3.859 1.284 0.587
H2 -1.231 -1.919 0.607
H3 -0.961 -1.050 -1.852
H4 0.470 -1.621 -0.915
H5 -0.436 1.106 -1.315
H6 0.336 0.856 1.188
H7 1.196 1.890 0.074
H8 2.004 -0.987 0.795
H9 2.833 0.032 -0.393
H10 2.806 0.501 1.320

LUMO = 0.98 eV
net charge = 0
SMILES string = C#CNCNCC
frontier orbital gap = 9.6354 eV

---

Model B:
Computed, not measured: the molecule C5H10N2, with ωB97M-V with the def2-TZVPD basis set.

Positions of all 17 atoms, in Å:
C1 -2.071 -0.180 -0.066
C2 -1.114 -0.378 -1.235
N1 -0.208 0.704 -1.629
C3 0.368 -0.448 -0.973
C4 1.025 -0.520 0.377
C5 2.080 0.447 0.706
N2 0.953 0.326 1.614
H1 -2.749 0.669 -0.230
H2 -1.514 -0.005 0.858
H3 -2.706 -1.060 0.097
H4 -1.564 -0.890 -2.092
H5 -0.268 1.533 -1.043
H6 1.151 -0.992 -1.528
H7 1.192 -1.583 0.579
H8 3.030 0.090 1.075
H9 2.121 1.330 0.071
H10 0.347 1.144 1.545

LUMO = 1.10 eV
net charge = 0
SMILES string = C[C@H]1N[C@H]1[C@H]1CN1
frontier orbital gap = 10.3089 eV

---

Verdict on stability: model A comes out at the bottom.

---

Model A:
Computed, not measured: the molecule C5H10N2, with ωB97M-V with the def2-TZVPD basis set.

Positions of all 17 atoms, in Å:
C1 -0.425 0.035 1.732
C2 0.043 0.653 0.416
C3 1.571 0.676 0.342
C4 -0.522 -0.074 -0.787
N1 -1.098 0.749 -1.793
C5 -0.351 -1.358 -0.943
N2 -0.306 -2.580 -1.011
H1 -0.145 -1.017 1.784
H2 -1.512 0.107 1.823
H3 0.022 0.562 2.580
H4 -0.315 1.685 0.356
H5 1.982 1.331 1.101
H6 1.972 -0.324 0.494
H7 1.900 1.031 -0.634
H8 -1.831 1.339 -1.427
H9 -1.475 0.194 -2.558
H10 0.491 -3.008 -1.478

LUMO = 1.00 eV
net charge = 0
SMILES string = CC(C)C(N)=C=N
frontier orbital gap = 8.6174 eV

---

Model B:
Computed, not measured: the molecule C5H10N2, with ωB97M-V with the def2-TZVPD basis set.

Positions of all 17 atoms, in Å:
C1 -1.798 -0.946 -0.399
C2 -0.758 -0.324 0.531
N1 -1.269 0.992 0.890
C3 -0.617 1.728 0.095
N2 0.392 1.152 -0.773
C4 0.595 -0.276 -0.195
C5 1.955 -0.365 0.439
H1 -1.573 -1.971 -0.361
H2 -2.832 -0.630 -0.009
H3 -1.479 -0.591 -1.513
H4 -0.779 -1.043 1.421
H5 -0.622 2.786 0.000
H6 1.228 1.868 -0.778
H7 0.472 -1.132 -0.955
H8 2.700 0.084 -0.397
H9 2.114 0.082 1.514
H10 2.272 -1.414 0.491

LUMO = 0.99 eV
net charge = 0
SMILES string = C[C@@H]1N=CN[C@H]1C
frontier orbital gap = 9.9860 eV

---

Verdict on stability: model B comes out at the bottom.

---

Model A:
Computed, not measured: the molecule C8H11NO2, with ωB97M-V with the def2-TZVPD basis set.

Positions of all 22 atoms, in Å:
C1 1.550 1.205 -0.021
C2 1.096 1.325 1.250
C3 0.964 0.251 -1.034
C4 -0.518 0.647 -1.173
C5 -1.193 -1.234 0.447
C6 -0.064 -1.043 1.441
C7 -1.382 0.203 0.023
C8 -0.016 0.450 1.626
N1 -0.910 1.042 2.525
O1 -0.911 2.277 2.553
O2 -1.656 0.285 3.059
H1 2.452 1.838 -0.355
H2 1.459 2.187 1.803
H3 1.567 0.436 -1.932
H4 0.865 -0.864 -0.692
H5 -0.450 1.836 -1.037
H6 -0.925 0.335 -2.079
H7 -0.951 -1.933 -0.367
H8 -2.103 -1.671 0.835
H9 -0.394 -1.290 2.450
H10 0.885 -1.454 1.320
H11 -2.369 0.749 0.326

LUMO (spin up / spin down) = -0.24 / -0.24 eV
net charge = 0
frontier orbital gap (spin up / spin down) = 8.2896 / 8.2901 eV

---

Model B:
Computed, not measured: the molecule C8H11NO2, with ωB97M-V with the def2-TZVPD basis set.

Positions of all 22 atoms, in Å:
O1 -1.963 2.615 0.680
C1 -1.729 1.346 0.718
C2 -2.316 0.234 -0.108
C3 -1.342 -0.759 -0.404
N1 -0.141 -1.007 -0.024
C4 0.805 -2.032 -0.475
C5 2.180 -1.391 -0.819
O2 1.997 -0.118 -1.375
C6 1.507 0.653 -0.330
C7 0.604 -0.077 0.690
C8 -0.393 0.927 1.482
H1 -3.422 0.212 -0.495
H2 -1.624 -1.608 -1.187
H3 1.039 -2.718 0.443
H4 0.213 -2.630 -1.337
H5 2.565 -2.116 -1.590
H6 2.963 -1.408 0.074
H7 0.543 1.344 -0.783
H8 2.271 1.151 0.312
H9 0.946 -0.778 1.409
H10 -0.742 0.395 2.360
H11 0.077 1.815 2.005

LUMO = 0.48 eV
net charge = 0
SMILES string = O=C1C=CN2CCOC[C@H]2C1
frontier orbital gap = 8.5892 eV

---

Verdict on stability: model A comes out at the bottom.

---

Model A:
Computed, not measured: a cluster of 2 separate species, C2H7N4O in total, with ωB97M-V with the def2-TZVPD basis set.

Positions of all 14 atoms, in Å:
C1 -1.731 0.075 -0.397
C2 2.357 0.394 -0.069
N1 1.684 1.181 0.526
N2 -1.110 -0.965 -0.017
N3 0.261 -1.035 0.437
N4 -1.079 1.235 -0.365
O1 2.821 -0.271 -0.886
H1 -2.674 -0.101 -0.751
H2 0.288 -1.873 1.046
H3 1.718 1.289 1.535
H4 -1.596 -1.903 -0.167
H5 0.838 -1.208 -0.324
H6 -1.673 2.092 -0.526
H7 -0.103 1.087 -0.043

LUMO = -3.31 eV
net charge = +1
frontier orbital gap = 11.2349 eV

---

Model B:
Computed, not measured: the ion C2H7N4O with charge +1, with ωB97M-V with the def2-TZVPD basis set.

Positions of all 14 atoms, in Å:
N1 -1.225 0.964 -1.511
N2 -0.748 0.144 -0.483
C1 0.589 -0.390 -0.746
N3 1.042 -0.990 0.577
N4 0.300 -0.323 1.533
C2 -0.744 0.502 0.927
O1 -1.389 1.347 1.436
H1 -2.221 0.815 -1.764
H2 -1.006 1.982 -1.285
H3 0.531 -1.180 -1.490
H4 1.327 0.499 -0.897
H5 0.876 -2.010 0.502
H6 2.074 -0.938 0.705
H7 0.595 -0.422 2.497

LUMO = -4.03 eV
net charge = +1
SMILES string = NN1C[NH2+]NC1=O
frontier orbital gap = 10.5248 eV

---

Model C:
Computed, not measured: a cluster of 2 separate species, C2H7N4O in total, with ωB97M-V with the def2-TZVPD basis set.

Positions of all 14 atoms, in Å:
C1 -0.681 -0.652 0.258
C2 0.061 0.027 -1.991
N1 2.349 2.092 0.180
N2 -1.330 -1.854 0.242
N3 -0.444 0.027 -0.827
N4 -0.404 -0.176 1.437
O1 1.295 1.525 0.314
H1 2.757 2.680 0.939
H2 0.740 -0.716 -2.360
H3 -0.456 0.901 -2.584
H4 -1.787 -1.981 -0.657
H5 -1.675 -2.076 1.176
H6 -0.574 -0.473 2.392
H7 0.151 0.676 1.482

LUMO (spin up / spin down) = -4.36 / -4.36 eV
net charge = +1
frontier orbital gap (spin up / spin down) = 9.0125 / 9.0115 eV

---

Verdict on stability: model C comes out at the bottom.